(1)
Formula: C7H15NO
Source: OMol25
Level of theory: ωB97M-V/def2-TZVPD

XYZ file:
```
24
Properties=species:S:1:pos:R:3:mulliken_charge:R:1
H 1.069 -1.505 -2.930 0.424
C -1.531 1.284 -0.822 -0.204
C 1.259 0.917 1.747 -0.198
H -0.556 -1.307 -2.250 0.307
H 0.847 -1.882 -1.213 0.291
H -2.785 0.470 0.919 0.317
H 1.726 0.465 -1.242 0.224
C -1.982 1.153 0.691 -0.303
O -0.152 0.775 -0.683 -0.050
H 2.040 0.760 2.447 0.364
H -2.066 0.851 -1.695 0.343
C 0.553 -1.145 -2.059 -1.043
H -0.901 -0.995 0.075 0.696
H 0.742 1.004 -2.651 0.446
H -1.677 2.367 -1.048 0.329
H 1.423 1.842 1.155 0.340
C -0.284 -0.076 0.432 -0.957
H -1.592 1.856 1.413 0.312
H 1.256 -1.952 2.146 0.387
H -0.403 -1.751 2.468 0.395
C 0.735 0.285 -1.771 -0.144
H 0.751 -0.848 3.417 0.392
N 0.581 -0.089 1.461 0.266
C 0.546 -1.203 2.391 -0.934
```

## Properties
Molecular weight = 129.2 g/mol
Net charge = +2
Multiplicity = 1
HOMO level = -18.415 eV
Energy relative to the best compared isomer or geometry (same formula, charge and spin) = 107.7 kJ/mol

(2)
Formula: C22H20CrI3N3O2
Source: OMol25
Level of theory: ωB97M-V/def2-TZVPD

XYZ file:
```
51
Properties=species:S:1:pos:R:3:mulliken_spin:R:1
I 3.179 -0.652 2.580 0.001
C 1.117 3.493 3.571 0.860
C -5.604 -1.448 2.080 0.002
I -0.828 0.349 3.095 -0.001
C 4.409 -0.144 -0.126 0.000
H -5.536 1.882 1.516 -0.001
C 2.235 -2.297 -2.551 0.001
N 2.543 1.253 0.432 -0.006
H 0.780 -0.260 -3.130 0.002
H 5.042 -0.972 0.155 0.000
H 3.723 -3.792 -2.881 0.000
H 2.065 2.737 -0.906 -0.004
H 1.810 2.716 3.843 0.032
O 0.429 -1.700 0.573 -0.031
C -3.551 -0.842 0.960 0.004
C -6.028 -0.114 2.096 0.004
C 1.323 -1.709 -1.651 0.011
H 1.959 -3.671 1.042 0.001
H -3.710 2.410 -0.036 -0.003
C 4.583 0.534 -1.316 0.000
H 5.368 0.239 -2.000 0.000
C 2.745 1.913 -0.710 0.007
C 3.380 0.274 0.716 0.002
C 1.217 -2.205 -0.325 -0.005
C 3.028 -3.349 -2.181 0.001
N -1.946 1.380 0.073 -0.090
H -0.365 2.626 -0.452 -0.020
H 0.208 3.665 4.118 0.018
H -1.841 0.953 -2.540 0.000
H 3.864 2.178 -2.519 0.000
H -0.256 1.720 -2.773 -0.004
C 2.043 -3.297 0.031 0.008
H -6.976 0.156 2.541 0.000
C 0.569 -0.586 -2.108 0.018
C -4.403 -1.809 1.516 0.002
H 2.301 -1.892 -3.555 0.000
O -2.424 -1.231 0.393 0.004
I 1.266 4.284 1.706 0.083
H -1.903 3.040 -1.250 0.006
C -5.223 0.844 1.530 -0.001
N -0.294 0.081 -1.427 -0.042
C -3.193 1.514 0.317 -0.011
H -6.233 -2.212 2.519 0.000
C -1.272 2.217 -0.903 -0.002
C -3.979 0.507 0.979 0.031
H -4.072 -2.839 1.500 0.001
H 3.537 -4.681 -0.563 0.000
C 3.744 1.601 -1.612 0.000
C -0.919 1.256 -2.037 0.015
Cr -0.825 -0.274 0.539 3.102
C 2.918 -3.846 -0.870 0.004
```

## Properties
Molecular weight = 791.1 g/mol
⟨S²⟩ = 6.041
Net charge = 0
Multiplicity = 5
HOMO level (spin up / spin down) = -7.577 / -8.010 eV
Energy relative to the best compared isomer or geometry (same formula, charge and spin) = 1.7 kJ/mol

(3)
Formula: C18H42N6O6
Source: OMol25
Level of theory: ωB97M-V/def2-TZVPD

XYZ file:
```
72
Properties=species:S:1:pos:R:3:mulliken_charge:R:1
H 28.848 27.940 -21.524 0.347
H 31.575 29.960 -14.933 0.215
H 28.666 28.803 -26.671 0.274
H 36.211 32.324 -22.649 0.291
C 35.037 29.247 -21.793 -0.660
N 26.811 29.196 -25.947 0.061
H 31.949 28.693 -19.439 0.229
H 34.687 31.611 -23.249 0.279
C 29.829 31.796 -17.632 -0.755
O 31.953 32.503 -20.402 -0.594
H 30.386 20.628 -23.533 0.316
H 29.986 32.286 -20.136 0.433
N 30.811 27.639 -20.848 0.271
C 31.375 28.878 -20.344 -0.699
H 33.163 31.874 -18.223 0.271
H 30.767 27.102 -12.840 0.335
C 30.932 29.236 -14.418 -0.852
C 25.807 29.158 -24.914 -0.864
H 35.593 28.322 -21.681 0.280
H 25.438 30.148 -24.636 0.286
C 37.256 30.003 -22.519 0.183
H 29.541 23.208 -21.121 0.340
O 28.547 28.553 -24.644 -0.595
C 27.856 22.623 -23.075 0.204
H 28.952 31.359 -18.116 0.370
H 26.269 28.736 -24.023 0.258
N 29.116 22.173 -22.947 0.111
H 37.479 28.935 -22.342 0.238
H 32.205 30.832 -17.119 0.102
H 30.396 21.668 -21.377 0.309
H 30.485 22.047 -24.452 0.338
H 29.492 32.771 -17.254 0.377
H 31.039 29.637 -13.406 0.383
H 34.516 29.648 -20.924 0.127
C 29.851 27.759 -21.921 -1.256
C 30.995 32.259 -19.692 -0.030
H 27.064 29.691 -28.015 0.324
C 29.988 22.556 -21.868 -0.987
H 34.920 31.860 -21.502 0.269
N 31.559 27.953 -14.649 0.131
N 31.033 31.877 -18.405 0.233
H 29.815 26.904 -22.591 0.351
H 24.949 28.544 -25.189 0.327
C 31.882 27.496 -15.868 0.106
H 32.282 32.515 -16.801 0.363
H 30.532 29.554 -20.182 0.313
H 25.831 28.479 -27.656 0.336
H 32.009 29.376 -21.081 0.210
C 31.076 26.442 -20.297 0.227
C 31.668 27.115 -13.455 -0.944
H 31.926 26.092 -13.713 0.291
H 27.582 23.287 -22.240 0.303
N 35.966 30.269 -22.262 0.099
H 32.427 27.573 -12.814 0.344
H 25.584 30.220 -27.281 0.316
H 29.034 20.849 -24.616 0.302
O 30.668 25.373 -20.703 -0.576
O 27.105 22.356 -23.992 -0.613
O 31.918 28.182 -16.879 -0.571
C 26.300 29.397 -27.296 -0.933
O 38.096 30.800 -22.885 -0.591
H 29.895 29.371 -14.710 0.282
C 35.417 31.616 -22.441 -0.816
H 29.959 31.167 -16.749 0.029
H 32.162 26.432 -15.829 0.254
C 28.099 28.880 -25.733 0.205
H 31.654 26.567 -19.366 0.196
H 30.847 23.139 -22.217 0.334
C 32.262 31.799 -17.628 -0.768
H 30.013 28.592 -22.608 0.390
H 34.272 29.088 -22.559 0.296
C 29.737 21.386 -23.995 -0.959
```

## Properties
Molecular weight = 438.6 g/mol
Structure (SMILES) = CN(C)C=O.CN(C)C=O.CN(C)C=O.CN(C)C=O.CN(C)C=O.CN(C)C=O
Net charge = 0
Multiplicity = 1
HOMO level = -8.732 eV
Energy relative to the best compared isomer or geometry (same formula, charge and spin) = 338.3 kJ/mol

(4)
Formula: C46H38I2N3O3V
Source: OMol25
Level of theory: ωB97M-V/def2-TZVPD

XYZ file:
```
93
Properties=species:S:1:pos:R:3:mulliken_charge:R:1
C -3.210 0.789 3.119 0.264
N -0.700 2.449 0.440 1.730
C -0.457 3.414 -4.309 -1.261
H 1.213 4.842 1.787 0.570
H 2.465 -1.166 -0.197 -0.061
H 2.586 0.377 2.259 0.536
I -1.486 1.399 4.183 0.109
C 0.330 3.043 1.044 -0.655
H -3.709 -0.753 -0.861 0.443
H -0.637 -3.034 2.526 1.333
C 3.501 -3.044 -0.160 -0.647
V -0.605 0.388 0.175 -0.655
H -0.709 2.648 -2.319 0.356
H 4.633 1.566 -0.969 0.501
C -4.143 0.363 0.925 0.012
C -0.681 -2.151 1.892 -1.285
H 4.604 -1.865 -3.507 0.450
C 0.327 1.261 -3.580 -0.164
O 0.031 0.627 -1.261 0.390
H -4.595 0.964 4.731 0.483
C -5.566 0.498 2.866 -0.771
H -0.969 4.340 -4.099 0.490
C 4.094 0.833 -1.551 -0.694
C 1.762 -2.421 1.378 -0.757
H 2.182 1.726 -1.169 0.323
H -0.714 6.249 1.032 0.472
C 0.368 4.404 1.283 -1.066
C -0.325 2.457 -3.316 0.044
C 0.704 -1.423 1.865 2.433
C 0.491 0.206 -2.478 1.981
H 2.969 -5.490 2.101 0.477
C -2.951 2.522 -0.578 -1.158
H -0.006 -1.515 -3.721 0.916
H -2.597 5.139 -0.143 0.609
H 5.855 -0.222 -2.160 0.451
H -3.297 3.125 -1.428 0.579
C 2.688 -1.053 -3.022 0.273
H 1.363 0.108 -5.063 0.463
O 0.552 -0.365 1.019 -0.134
H 0.825 -1.219 6.570 0.472
C 2.191 0.112 5.602 -0.658
C -5.404 0.363 1.488 -0.667
C 4.779 -0.171 -2.215 -0.606
C -0.422 -1.003 -2.855 -1.884
C -1.735 3.183 0.029 0.862
H 1.119 1.799 -6.820 0.475
C -1.755 4.566 0.215 -1.057
H 1.134 2.390 1.371 0.296
H -6.272 0.256 0.856 0.523
C 2.716 0.908 -1.644 -0.346
H 1.341 -3.860 2.920 0.446
C -0.683 -2.014 -1.770 0.302
H -0.039 3.926 -6.344 0.430
H -3.739 2.579 0.187 0.545
C -0.698 5.184 0.855 -0.718
H -1.320 -4.622 0.951 0.612
H 3.459 1.314 4.362 0.495
C 3.640 -4.261 0.481 -0.895
H -2.662 1.058 -1.969 0.457
H -0.642 -3.651 -3.151 0.597
C 1.166 -0.901 3.233 -0.187
C 2.679 0.569 4.390 -1.065
H -1.290 -5.330 -1.438 0.474
C 2.855 -4.550 1.586 -1.034
C -0.948 -2.565 0.474 0.249
C -4.469 0.770 3.678 -0.058
N -2.759 1.115 -0.956 -0.135
H -0.113 -2.092 4.494 0.401
C 2.567 -2.125 0.291 1.261
C -1.155 -3.906 0.162 -0.843
H 4.117 -2.798 -1.010 0.411
O -1.819 0.360 1.263 0.245
H 2.168 -1.804 -3.597 0.440
I -7.486 0.361 3.720 0.175
C 1.195 -0.849 5.627 -0.913
C 2.177 0.055 3.209 -0.244
C -3.012 0.493 1.759 -0.166
C 0.841 1.028 -4.850 -0.485
C -3.911 0.285 -0.565 -1.334
N -0.834 -1.645 -0.493 1.704
H 4.371 -4.974 0.132 0.458
H -1.383 -0.576 -3.166 0.518
H 2.594 0.498 6.525 0.449
C 4.074 -1.099 -2.961 -1.136
C -0.794 -3.358 -2.125 -0.811
C -1.116 -4.301 -1.164 -1.159
H -1.441 -1.482 2.292 0.030
C 0.672 -1.354 4.446 -0.356
C 0.712 1.987 -5.838 -1.036
C 1.924 -3.633 2.041 -0.513
C 1.996 -0.043 -2.369 -0.172
C 0.060 3.180 -5.572 -0.804
H -4.831 0.608 -1.075 0.571
```

## Properties
Molecular weight = 985.6 g/mol
Net charge = +2
Multiplicity = 1
HOMO level = -13.220 eV
Energy relative to the best compared isomer or geometry (same formula, charge and spin) = 184.8 kJ/mol